1.
C3H4O3Zn as an isolated structure at a distorted geometry. Source: the Open Molecules 2025 dataset; level of theory: ωB97M-V with the def2-TZVPD basis set.

Cartesian coordinates (Å):
Zn 0.533 -2.744 -0.074
O 0.613 0.146 0.226
O 0.199 2.093 1.262
O -1.465 0.823 0.472
C -0.263 -0.955 -0.427
C -0.171 1.119 0.645
C -1.597 -0.592 0.190
H -1.812 -1.083 1.151
H -2.442 -0.739 -0.491
H -0.334 -3.260 -1.439
H -0.239 -0.683 -1.496

Computed properties:
Multiplicity   1
Relative energy (zero: lowest compared OMol25 entry of this formula, charge and spin)   50.9 kJ/mol
Electronic energy   -2121.6322 a.u.
Gap between HOMO and LUMO   6.92 eV
E_HOMO   -9.035 eV

Calculated atomic charges, method natural (NBO), unit e: number 1, Zn, carries 1.269; number 2, O, carries -0.538; number 3, O, carries -0.605; number 4, O, carries -0.496; number 5, C, carries -0.513; number 6, C, carries 0.957; number 7, C, carries -0.129; number 8, H, carries 0.174; number 9, H, carries 0.209; number 10, H, carries -0.531; number 11, H, carries 0.204

---

2.
A 5-piece molecular cluster, C6H22N2O4 overall at a distorted geometry. Source: the Open Molecules 2025 dataset; level of theory: ωB97M-V with the def2-TZVPD basis set.

Cartesian coordinates (Å):
O -1.129 -1.156 3.457
O -1.727 -3.141 -0.057
O -3.464 -1.306 -2.173
O 2.242 -0.757 3.022
N 1.999 1.819 0.770
N 0.699 -1.362 0.432
C 0.511 -0.044 -0.244
C 0.697 1.123 0.798
C -0.855 1.121 -1.792
C -0.875 -0.148 -0.964
C -0.431 1.338 -3.019
C 2.524 2.099 -0.539
H 0.681 -2.209 -0.138
H -1.872 -2.274 0.405
H 2.747 0.043 2.891
H -0.941 -1.073 -1.506
H 1.283 0.155 -0.966
H -1.571 0.003 -0.078
H -0.537 -0.409 3.236
H 2.280 -1.247 2.190
H -0.029 -1.545 1.099
H -3.921 -1.538 -1.357
H 2.906 1.206 -1.000
H -0.104 0.592 -3.749
H -0.453 2.343 -3.447
H -3.784 -0.407 -2.278
H -0.215 1.795 0.844
H -0.498 -1.863 3.656
H 3.234 2.918 -0.537
H 0.658 0.631 1.768
H -2.390 -3.698 0.347
H 1.808 2.563 1.410
H 1.723 2.481 -1.282
H -1.197 1.947 -1.200

Computed properties:
Multiplicity   1
Structure (SMILES)   C=CC[C@H](N)CNC.O.O.O.O
Relative energy (zero: lowest compared OMol25 entry of this formula, charge and spin)   252.3 kJ/mol
Electronic energy   -652.1944 a.u.
Gap between HOMO and LUMO   9.30 eV
E_HOMO   -8.828 eV

Calculated atomic charges, method natural (NBO), unit e: number 1, O, carries -0.952; number 2, O, carries -0.939; number 3, O, carries -0.921; number 4, O, carries -0.976; number 5, N, carries -0.643; number 6, N, carries -0.877; number 7, C, carries -0.046; number 8, C, carries -0.235; number 9, C, carries -0.172; number 10, C, carries -0.454; number 11, C, carries -0.421; number 12, C, carries -0.419; number 13, H, carries 0.379; number 14, H, carries 0.471; number 15, H, carries 0.477; number 16, H, carries 0.249; number 17, H, carries 0.200; number 18, H, carries 0.193; number 19, H, carries 0.478; number 20, H, carries 0.495; number 21, H, carries 0.353; number 22, H, carries 0.462; number 23, H, carries 0.194; number 24, H, carries 0.197; number 25, H, carries 0.198; number 26, H, carries 0.464; number 27, H, carries 0.164; number 28, H, carries 0.478; number 29, H, carries 0.210; number 30, H, carries 0.204; number 31, H, carries 0.470; number 32, H, carries 0.367; number 33, H, carries 0.166; number 34, H, carries 0.188

---

3.
C35H32CsN4O3P as an isolated structure at a distorted geometry. Source: the Open Molecules 2025 dataset; level of theory: ωB97M-V with the def2-TZVPD basis set.

Cartesian coordinates (Å):
Cs 1.530 -1.765 1.308
P 1.472 1.085 -0.860
O -6.069 0.931 2.132
O -5.746 -4.110 -0.925
O 1.736 0.374 2.827
N 4.744 -2.129 0.705
N 6.903 -1.742 0.790
N -1.321 -0.682 1.905
N -1.292 -3.313 1.112
C 0.938 2.086 -3.504
C 5.415 -3.307 0.968
C 1.001 4.867 0.745
C -2.429 -2.625 0.997
C -5.033 1.130 3.083
C 1.462 2.548 0.238
C 2.656 3.067 -4.879
C -1.364 1.529 -0.653
C -4.585 -4.889 -1.152
C 1.338 4.632 2.079
C 3.582 2.850 -3.866
C 6.753 -3.088 1.038
C -2.986 -0.032 -1.513
C -1.955 -0.861 -1.936
C -2.277 -5.077 -0.183
C 2.396 0.992 1.959
C 1.337 2.681 -4.696
C 5.669 -1.203 0.600
C -1.340 0.508 2.502
C -0.637 -0.495 -1.708
C 1.744 3.377 2.490
C -3.518 -3.102 0.274
C -2.488 -1.289 1.675
C -1.238 -4.510 0.532
C 1.833 2.320 1.573
C -3.448 -4.347 -0.329
C -3.703 -0.734 2.046
C -3.724 0.510 2.663
C 1.857 1.862 -2.483
C 5.450 0.234 0.291
C -2.514 1.143 2.887
C -0.320 0.713 -1.078
C 1.057 3.822 -0.161
C 3.184 2.245 -2.684
C -2.686 1.158 -0.867
H -3.484 1.808 -0.528
H 7.587 -3.738 1.232
H -0.304 -5.052 0.650
H 3.909 2.075 -1.895
H -4.297 -4.857 -2.209
H 6.151 0.866 0.839
H -5.794 1.330 1.300
H -2.472 2.118 3.358
H 0.786 4.002 -1.197
H 5.583 0.424 -0.778
H 4.436 0.513 0.596
H 7.770 -1.234 0.773
H 0.609 2.849 -5.480
H -4.883 2.192 3.297
H -4.750 -5.938 -0.886
H 0.167 -1.149 -2.034
H -5.388 0.658 4.000
H -2.169 -6.062 -0.621
H -2.178 -1.798 -2.432
H -6.452 -4.431 -1.492
H 4.614 3.148 -4.000
H 0.701 5.855 0.420
H 1.284 5.444 2.796
H -4.017 -0.321 -1.678
H 2.011 3.193 3.524
H -4.634 -1.257 1.870
H -0.370 0.958 2.688
H -4.414 -2.510 0.167
H -0.098 1.799 -3.373
H -1.142 2.460 -0.145
H 2.963 3.534 -5.806
H 4.891 -4.240 1.101

Computed properties:
Multiplicity   1
Electronic energy   -2159.1391 a.u.
Gap between HOMO and LUMO   5.59 eV
E_HOMO   -5.459 eV

Calculated atomic charges, method Löwdin, unit e: number 1, Cs, carries 1.020; number 2, P, carries 1.065; number 3, O, carries -0.056; number 4, O, carries -0.054; number 5, O, carries -0.397; number 6, N, carries 0.040; number 7, N, carries 0.083; number 8, N, carries 0.073; number 9, N, carries 0.059; number 10, C, carries -0.087; number 11, C, carries -0.165; number 12, C, carries -0.094; number 13, C, carries -0.209; number 14, C, carries -0.205; number 15, C, carries -0.340; number 16, C, carries -0.097; number 17, C, carries -0.082; number 18, C, carries -0.207; number 19, C, carries -0.089; number 20, C, carries -0.087; number 21, C, carries -0.110; number 22, C, carries -0.091; number 23, C, carries -0.087; number 24, C, carries -0.018; number 25, C, carries -0.393; number 26, C, carries -0.087; number 27, C, carries -0.400; number 28, C, carries -0.107; number 29, C, carries -0.124; number 30, C, carries -0.045; number 31, C, carries 0.032; number 32, C, carries -0.216; number 33, C, carries -0.137; number 34, C, carries -0.270; number 35, C, carries -0.183; number 36, C, carries 0.033; number 37, C, carries -0.193; number 38, C, carries -0.369; number 39, C, carries -0.022; number 40, C, carries 0.001; number 41, C, carries -0.392; number 42, C, carries -0.104; number 43, C, carries -0.103; number 44, C, carries -0.080; number 45, H, carries 0.102; number 46, H, carries 0.101; number 47, H, carries 0.107; number 48, H, carries 0.093; number 49, H, carries 0.131; number 50, H, carries 0.081; number 51, H, carries 0.086; number 52, H, carries 0.117; number 53, H, carries 0.107; number 54, H, carries 0.074; number 55, H, carries 0.022; number 56, H, carries 0.151; number 57, H, carries 0.100; number 58, H, carries 0.119; number 59, H, carries 0.127; number 60, H, carries 0.102; number 61, H, carries 0.131; number 62, H, carries 0.116; number 63, H, carries 0.105; number 64, H, carries 0.093; number 65, H, carries 0.101; number 66, H, carries 0.096; number 67, H, carries 0.098; number 68, H, carries 0.105; number 69, H, carries 0.111; number 70, H, carries 0.122; number 71, H, carries 0.088; number 72, H, carries 0.112; number 73, H, carries 0.098; number 74, H, carries 0.101; number 75, H, carries 0.098; number 76, H, carries 0.091

---

4.
C37H48F6IN4O5PS2SiTa as an isolated structure at a distorted geometry. Source: the Open Molecules 2025 dataset; level of theory: ωB97M-V with the def2-TZVPD basis set.

Cartesian coordinates (Å):
Ta -0.257 -0.815 0.592
I -2.997 -0.620 0.841
S 0.085 -2.422 -1.654
S 1.910 -1.797 0.135
P 0.915 0.315 -3.417
Si -1.171 2.814 1.330
F -0.935 -4.920 -1.517
F 0.917 -4.758 -0.449
F -0.896 -3.952 0.386
F 4.276 -1.495 1.238
F 4.284 -1.934 -0.867
F 3.809 -3.491 0.561
O -0.211 -2.791 -2.983
O -0.970 -1.754 -0.843
O 1.091 -2.439 1.143
O 0.456 -0.372 -2.108
O 1.702 -0.366 0.301
N 1.270 -0.558 -4.761
N 2.343 1.069 -3.078
N 1.634 -2.352 -1.261
N -0.306 1.308 -3.892
C -0.639 4.261 0.214
C 0.238 -1.179 -5.637
C -0.379 3.058 3.027
C 2.497 -1.392 -4.771
C 1.127 5.574 -0.817
C 2.883 2.014 -4.069
C 2.374 -2.157 -6.082
C 2.850 1.433 -1.747
C -0.209 -4.131 -0.759
C 2.022 0.546 3.028
C 3.333 0.502 3.478
C -1.567 5.045 -0.475
C -0.442 1.849 -5.254
C -0.437 1.360 0.324
C 3.591 2.768 -1.942
C 3.822 -0.636 4.102
C -3.039 2.866 1.531
C 1.161 -0.535 3.231
C 1.660 -1.666 3.886
C 0.715 4.550 0.023
C -1.164 6.072 -1.317
C 3.058 3.300 -3.274
C -0.153 0.185 5.863
C 0.186 6.338 -1.495
C 0.879 -2.473 -6.145
C 2.981 -1.723 4.297
C -0.399 3.363 -5.072
C -2.225 -1.038 5.870
C -0.178 0.214 7.246
C -1.242 -0.564 3.691
C -1.117 3.574 -3.733
C 3.714 -2.208 0.297
C -2.233 -1.027 7.252
C -1.205 -0.403 7.946
C -1.170 -0.462 5.150
C -0.856 2.288 -2.931
C -0.266 -0.542 2.758
H 0.611 0.722 7.785
H 3.354 -2.619 4.776
H 4.664 2.586 -2.019
H -3.367 2.194 2.324
H 1.641 1.436 2.543
H 0.991 -2.498 4.074
H 1.466 3.974 0.558
H 4.851 -0.675 4.434
H 2.091 3.787 -3.126
H 3.417 3.448 -1.110
H -0.756 4.448 -3.195
H 0.644 0.691 5.340
H 3.384 -0.763 -4.726
H -3.045 -1.495 7.792
H -2.187 3.702 -3.893
H 2.515 -2.084 -3.928
H -3.032 -1.513 5.325
H -1.009 3.729 3.616
H 3.739 4.002 -3.752
H 3.003 -3.045 -6.106
H -1.410 1.547 -5.666
H -3.583 2.575 0.632
H -1.214 -0.383 9.028
H 2.182 5.787 -0.937
H 0.609 3.518 2.971
H -1.784 1.908 -2.500
H 2.650 -1.505 -6.912
H 2.033 1.535 -1.037
H 0.345 1.473 -5.904
H -0.889 3.884 -5.893
H 3.852 1.657 -4.433
H 0.506 7.135 -2.154
H -0.144 2.467 -2.121
H 2.208 2.104 -4.919
H -1.903 6.671 -1.835
H 0.535 -2.723 -7.146
H 3.979 1.360 3.336
H -0.310 2.119 3.573
H 3.531 0.666 -1.374
H -2.626 4.858 -0.336
H 0.040 -0.510 -6.477
H -2.261 -0.694 3.342
H -0.691 -1.350 -5.095
H -3.347 3.877 1.809
H 0.633 3.714 -5.017
H 0.640 -3.291 -5.472
H 0.574 1.722 0.090
H -1.000 1.454 -0.611

Computed properties:
Multiplicity   1
Net charge   +1
Relative energy (zero: lowest compared OMol25 entry of this formula, charge and spin)   119.4 kJ/mol
Electronic energy   -4414.8205 a.u.
Gap between HOMO and LUMO   6.06 eV
E_HOMO   -10.660 eV

Results of the Löwdin charge analysis, in e, for atoms 1 through 99: number 1, Ta, carries 1.449; number 2, I, carries 0.631; number 3, S, carries 0.686; number 4, S, carries 0.624; number 5, P, carries 0.658; number 6, Si, carries 0.536; number 7, F, carries 0.180; number 8, F, carries 0.150; number 9, F, carries 0.103; number 10, F, carries 0.210; number 11, F, carries 0.178; number 12, F, carries 0.207; number 13, O, carries -0.190; number 14, O, carries -0.604; number 15, O, carries -0.291; number 16, O, carries -0.377; number 17, O, carries -0.365; number 18, N, carries -0.174; number 19, N, carries -0.167; number 20, N, carries -0.246; number 21, N, carries -0.162; number 22, C, carries -0.249; number 23, C, carries -0.179; number 24, C, carries -0.151; number 25, C, carries -0.178; number 26, C, carries -0.092; number 27, C, carries -0.179; number 28, C, carries -0.156; number 29, C, carries -0.166; number 30, C, carries -0.627; number 31, C, carries -0.073; number 32, C, carries -0.072; number 33, C, carries -0.093; number 34, C, carries -0.195; number 35, C, carries -0.413; number 36, C, carries -0.140; number 37, C, carries -0.086; number 38, C, carries -0.222; number 39, C, carries -0.317; number 40, C, carries -0.051; number 41, C, carries -0.113; number 42, C, carries -0.099; number 43, C, carries -0.155; number 44, C, carries -0.025; number 45, C, carries -0.090; number 46, C, carries -0.155; number 47, C, carries -0.064; number 48, C, carries -0.150; number 49, C, carries -0.028; number 50, C, carries -0.064; number 51, C, carries -0.121; number 52, C, carries -0.136; number 53, C, carries -0.665; number 54, C, carries -0.070; number 55, C, carries -0.071; number 56, C, carries -0.205; number 57, C, carries -0.166; number 58, C, carries -0.286; number 59, H, carries 0.109; number 60, H, carries 0.112; number 61, H, carries 0.116; number 62, H, carries 0.010; number 63, H, carries 0.092; number 64, H, carries 0.132; number 65, H, carries 0.096; number 66, H, carries 0.110; number 67, H, carries 0.097; number 68, H, carries 0.096; number 69, H, carries 0.081; number 70, H, carries 0.104; number 71, H, carries 0.108; number 72, H, carries 0.108; number 73, H, carries 0.119; number 74, H, carries 0.104; number 75, H, carries 0.117; number 76, H, carries 0.046; number 77, H, carries 0.120; number 78, H, carries 0.118; number 79, H, carries 0.127; number 80, H, carries 0.014; number 81, H, carries 0.108; number 82, H, carries 0.104; number 83, H, carries 0.032; number 84, H, carries 0.120; number 85, H, carries 0.119; number 86, H, carries 0.069; number 87, H, carries 0.095; number 88, H, carries 0.117; number 89, H, carries 0.124; number 90, H, carries 0.108; number 91, H, carries 0.086; number 92, H, carries 0.096; number 93, H, carries 0.111; number 94, H, carries 0.117; number 95, H, carries 0.111; number 96, H, carries 0.002; number 97, H, carries 0.104; number 98, H, carries 0.098; number 99, H, carries 0.105